Entry 1:
The following is a DFT calculation (the ωB97M-V functional and the def2-TZVPD basis) of 2 unconnected molecules or ions with the total composition C2H8NO in a non-equilibrium geometry.

As for the net charge: +1. The value obtained for the HOMO-LUMO gap is 11.789 eV. The calculation puts the energy above the lowest of the compared OMol25 structures with the same formula, charge and spin at 35.5 kJ/mol. The value obtained for the HOMO energy is -0.60221 Eh.

Last column: Löwdin charge in e.
Cartesian coordinates (Å):
O  -0.24906  -2.50374  1.11413  -0.0372
H  -1.11758  -2.82670  1.38094  0.0769
H  0.45594  -2.96590  1.58006  0.0748
H  0.88951  2.09173  -1.89013  0.1076
C  0.16465  2.13924  -1.07991  -0.0019
C  -0.05228  0.68862  -0.76234  -0.0662
N  0.18012  0.20321  0.37775  0.2272
H  -0.75489  2.62935  -1.34888  0.1010
H  0.60762  2.63918  -0.22567  0.0933
H  -0.13085  0.05502  -1.63930  0.1582
H  0.27923  0.67960  1.27636  0.1712
H  0.10844  -0.80040  0.63186  0.0950

Entry 2:
The following is a DFT calculation (the ωB97M-V functional and the def2-TZVPD basis) of 2 unconnected molecules or ions with the total composition C2H8NO in a non-equilibrium geometry.

As for the net charge: +1. The value obtained for the HOMO-LUMO gap is 5.805 eV. The calculation puts the energy above the lowest of the compared OMol25 structures with the same formula, charge and spin at 708.7 kJ/mol. The value obtained for the HOMO energy is -0.56091 Eh.

Last column: Löwdin charge in e.
Cartesian coordinates (Å):
C  -2.29501  -0.28289  -0.70452  -0.1496
O  -1.34411  -0.59752  0.24385  -0.0846
C  1.15193  0.49774  0.60554  0.2044
N  2.52990  0.22351  -0.02940  0.0862
H  -1.86747  -0.09672  -1.82499  0.1482
H  -2.89270  0.61835  -0.48068  0.0813
H  -0.35285  -0.25194  0.23394  0.0545
H  0.99292  1.60708  0.49538  0.1490
H  1.24183  0.09033  1.70293  0.1583
H  3.20284  0.80729  0.43448  0.1150
H  2.66532  0.30063  -1.01213  0.0871
H  -3.08774  -1.14850  -0.70005  0.1502